Entry 1:
Computed, not measured: C5H8O in the gas phase, with the ωB97M-V functional and the def2-TZVPD basis.

Structure (XYZ):
```
14
Properties=species:S:1:pos:R:3:forces:R:3
C -1.5879 0.2793 -0.5517 0.04 -0.03 0.02
C -0.2334 -0.2894 -0.9804 -0.05 0.12 -0.01
C 0.9929 0.1898 -0.1648 -0.02 -0.30 -0.04
C 0.8413 0.2000 1.3771 -0.04 0.10 -0.21
O 1.4957 -1.1086 1.3727 0.15 0.13 0.01
C 1.7907 -1.1190 0.0770 0.00 0.44 0.23
H -1.8137 -0.0232 0.4780 0.00 0.18 -0.18
H -2.3994 -0.1230 -1.1705 0.23 0.13 0.03
H -1.6108 1.3731 -0.6147 -0.03 -0.16 0.04
H -0.0350 -0.1120 -2.0459 -0.05 0.07 0.27
H 1.5340 1.0228 -0.6390 -0.27 -0.27 0.26
H -0.1554 0.1458 1.8357 0.30 0.00 -0.21
H 1.4557 0.9405 1.9079 -0.14 -0.31 -0.15
H -0.2747 -1.3763 -0.8814 -0.11 -0.11 -0.05
```
Forces are in eV/Å.

Summary:
- HOMO-LUMO gap (eV) = 9.54

Entry 2:
Computed, not measured: a molecular structure, C5H8O, with the ωB97M-V functional and the def2-TZVPD basis.

Structure (XYZ):
```
14
Properties=species:S:1:pos:R:3:forces:R:3
C -0.7589 1.0071 -1.5064 -0.20 0.04 0.19
C -0.2745 0.5570 -0.1597 -0.47 -0.99 -0.40
C 1.1559 0.0648 -0.0372 -0.02 -0.04 0.18
C 0.5012 -1.0636 0.7195 0.15 -0.23 0.25
C -0.3631 -0.4742 1.7499 0.28 0.32 0.25
O -0.7557 -1.0535 -0.0144 0.52 0.35 -1.25
H -0.6071 0.1811 -2.2296 0.03 0.15 0.23
H -0.2186 1.8891 -1.8809 -0.04 -0.18 0.29
H -1.8257 1.2390 -1.4922 0.06 0.02 -0.05
H 1.6475 -0.2618 -0.9713 -0.31 0.05 0.12
H 1.8592 0.6870 0.5327 -0.25 -0.11 0.00
H 0.9523 -2.0519 0.8199 -0.10 0.14 0.24
H -1.0252 -1.2054 2.2239 -0.11 0.44 -0.38
H -0.2876 0.4875 2.2179 0.47 0.04 0.33
```
Forces are in eV/Å.

Summary:
- HOMO-LUMO gap (spin up / spin down) (eV) = 7.37 / 7.73

Entry 3:
Computed, not measured: C5H8O in the gas phase, with the ωB97M-V functional and the def2-TZVPD basis.

Structure (XYZ):
```
14
Properties=species:S:1:pos:R:3:forces:R:3
C -0.2462 2.2456 1.2719 -0.67 -0.82 1.81
C -0.5522 1.0656 1.1500 0.13 0.33 2.40
C -0.3839 -0.3887 0.9444 -0.16 0.44 -0.02
C 0.3871 -0.2454 -0.3881 0.02 0.30 -0.17
C 0.2094 -1.4167 -1.3516 -0.06 0.21 0.03
O -0.1924 0.9583 -0.9246 1.14 0.57 -1.63
H -0.0411 2.9830 2.0060 0.03 0.67 -0.12
H -1.3219 -0.9382 0.7944 0.12 0.29 0.00
H 0.1474 -0.8215 1.8076 -0.04 0.11 -0.42
H 1.4593 -0.1010 -0.1871 -0.17 0.02 0.01
H -0.8510 -1.5888 -1.5606 0.11 0.08 0.03
H 0.7139 -1.2040 -2.2989 -0.08 0.02 0.15
H 0.6357 -2.3466 -0.9453 -0.10 0.34 0.04
H 0.0360 1.7983 -0.3182 -0.25 -2.55 -2.11
```
Forces are in eV/Å.

Summary:
- HOMO-LUMO gap (eV) = 10.40
- structure (SMILES) = C#CC[C@@H](C)O